1.
The molecule C3H2N2O3S at a distorted geometry, computed with wB97M-V/def2-TZVPD.

Each line ends with the Löwdin charge.
Element x y z (Å)
C (-1.558, -0.833, -0.093)  -0.423
C (-0.135, -0.563, -0.192)  -0.184
C (0.478, 0.758, 0.004)  -0.504
H (-1.557, 1.149, 0.025)  0.037
H (2.312, 1.427, 0.066)  0.092
N (0.719, -1.549, 0.124)  -0.177
N (1.843, 0.583, 0.094)  -0.171
O (-2.117, 0.365, 0.233)  0.104
O (-2.102, -1.957, -0.074)  0.098
O (-0.208, 1.693, -0.169)  0.122
S (2.324, -1.073, -0.017)  1.006

Calculated values
Lowest unoccupied orbital energy   -1.29 eV
Highest occupied orbital energy   -9.937 eV
ΔE to the lowest compared entry with this formula, charge and spin   0.000 eV
E   -23099.605 eV

---

2.
A structure of composition C33H49As3IN4S3Tl, computed with wB97M-V/def2-TZVPD.

Each line ends with the Löwdin charge.
Element x y z (Å)
Tl (-0.523, 1.163, -0.909)  0.584
C (-3.182, 2.999, 0.960)  -0.106
N (-2.049, 3.499, 0.172)  -0.177
C (-2.571, 4.308, -0.946)  -0.161
C (-1.725, 4.278, -2.209)  -0.180
N (-1.810, 2.944, -2.822)  -0.189
C (-2.983, 2.844, -3.693)  -0.057
C (-0.621, 2.507, -3.510)  -0.343
C (-0.125, 3.162, -4.629)  -0.020
C (1.039, 2.710, -5.235)  -0.072
C (1.707, 1.607, -4.723)  -0.078
C (1.225, 0.958, -3.593)  -0.117
C (0.056, 1.406, -2.999)  -0.259
S (0.904, -2.764, -2.059)  0.413
C (-1.106, 4.240, 0.986)  -0.268
C (-1.581, 5.073, 1.999)  -0.034
C (-0.728, 5.788, 2.822)  -0.085
C (0.642, 5.680, 2.635)  -0.093
C (1.129, 4.863, 1.633)  -0.144
C (0.280, 4.134, 0.791)  -0.597
S (1.026, 3.193, -0.490)  0.615
H (-3.882, 3.793, 1.248)  0.087
H (-2.820, 2.506, 1.859)  0.083
H (-3.736, 2.275, 0.366)  0.066
H (-2.727, 5.344, -0.619)  0.134
H (-3.556, 3.907, -1.196)  0.109
H (-0.685, 4.504, -1.984)  0.083
H (-2.102, 5.047, -2.898)  0.126
H (-2.891, 3.490, -4.576)  0.087
H (-3.878, 3.143, -3.148)  0.083
H (-3.109, 1.823, -4.039)  0.092
H (-0.644, 4.029, -5.022)  0.116
H (1.429, 3.225, -6.103)  0.104
H (2.621, 1.261, -5.189)  0.105
H (1.773, 0.118, -3.181)  0.055
H (-2.647, 5.166, 2.152)  0.106
H (-1.133, 6.423, 3.599)  0.101
H (1.330, 6.227, 3.268)  0.103
H (2.197, 4.773, 1.478)  0.091
C (4.009, -2.704, -1.382)  -0.358
As (2.418, -1.716, -0.787)  0.908
C (1.451, -4.493, -2.048)  -0.514
C (2.026, -2.669, 0.899)  -0.403
C (2.733, -2.177, 2.181)  -0.660
C (4.173, -1.742, 1.875)  -0.094
C (2.016, -1.004, 2.866)  -0.352
As (1.594, 0.638, 1.839)  1.028
C (0.821, 1.566, 3.379)  -0.291
C (3.343, 1.511, 1.847)  -0.310
C (2.835, -3.350, 3.188)  -0.382
As (1.330, -4.444, 3.894)  1.136
C (-0.308, -3.383, 3.664)  -0.365
C (1.039, -5.637, 2.359)  -0.406
H (3.980, -3.742, -1.054)  0.022
H (4.899, -2.223, -0.977)  0.012
H (4.053, -2.662, -2.469)  0.020
H (1.631, -4.853, -1.037)  -0.001
H (2.342, -4.624, -2.658)  0.021
H (0.637, -5.077, -2.473)  0.013
H (2.288, -3.717, 0.747)  0.049
H (0.939, -2.610, 0.987)  0.036
H (4.205, -0.907, 1.171)  0.036
H (4.751, -2.568, 1.457)  0.082
H (4.672, -1.416, 2.790)  0.091
H (2.623, -0.690, 3.723)  0.081
H (1.049, -1.316, 3.261)  0.038
H (1.503, 1.522, 4.230)  0.032
H (-0.126, 1.097, 3.642)  0.013
H (0.637, 2.606, 3.115)  0.006
H (3.890, 1.268, 2.758)  0.031
H (3.173, 2.585, 1.794)  -0.003
H (3.923, 1.217, 0.974)  0.014
H (3.346, -2.983, 4.083)  0.057
H (3.494, -4.117, 2.764)  0.065
H (-0.356, -2.587, 4.405)  0.014
H (-1.139, -4.065, 3.855)  0.016
H (-0.429, -2.965, 2.666)  -0.021
H (1.952, -6.195, 2.153)  0.022
H (0.739, -5.097, 1.464)  -0.125
H (0.257, -6.350, 2.623)  0.010
S (-1.493, -0.043, 1.039)  0.506
C (-3.162, -0.198, 0.819)  -0.812
N (-4.302, -0.352, 0.726)  0.086
I (-1.507, -4.932, 0.154)  1.038
C (-2.943, -4.126, -1.138)  -0.772
C (-4.081, -4.874, -1.421)  -0.138
C (-5.050, -4.280, -2.207)  -0.069
C (-4.844, -2.986, -2.662)  -0.059
C (-3.662, -2.355, -2.323)  -0.141
N (-2.712, -2.919, -1.584)  0.029
H (-4.200, -5.871, -1.024)  0.088
H (-5.958, -4.816, -2.449)  0.109
H (-5.586, -2.473, -3.259)  0.104
H (-3.461, -1.344, -2.634)  0.103

Calculated values
Lowest unoccupied orbital energy   -0.27 eV
Highest occupied orbital energy   -7.423 eV
ΔE to the lowest compared entry with this formula, charge and spin   0.003 eV
E   -268790.531 eV

---

3.
A cluster of 8 separate species, C24H69N5O8 in total at a distorted geometry, computed with wB97M-V/def2-TZVPD.

Each line ends with the Löwdin charge.
Element x y z (Å)
C (-1.608, 4.191, 3.430)  -0.047
C (-1.151, 2.736, 3.452)  -0.433
C (0.348, 2.650, 3.756)  -0.212
O (0.995, 2.974, 2.548)  -0.207
C (2.393, 2.911, 2.612)  -0.090
N (-1.917, 1.953, 4.446)  0.039
H (-1.712, 4.474, 4.477)  0.074
H (-2.614, 4.217, 2.979)  0.085
H (-0.846, 4.758, 2.909)  0.081
H (-1.359, 2.343, 2.478)  0.111
H (0.445, 1.629, 4.092)  0.076
H (0.671, 3.336, 4.584)  0.147
H (2.757, 3.640, 3.370)  0.104
H (2.677, 3.247, 1.610)  0.073
H (2.756, 1.928, 2.768)  0.071
H (-2.006, 2.566, 5.272)  0.094
H (-2.836, 1.835, 4.012)  0.091
C (-3.688, 0.206, 0.799)  -0.063
C (-3.711, 1.364, -0.175)  -0.473
C (-2.531, 1.235, -1.010)  -0.236
O (-2.471, 2.292, -1.954)  -0.180
C (-2.422, 1.819, -3.302)  -0.094
N (-5.012, 1.387, -0.813)  0.062
H (-4.407, 0.369, 1.616)  0.087
H (-2.687, 0.109, 1.279)  0.064
H (-3.803, -0.754, 0.311)  0.081
H (-3.599, 2.219, 0.470)  0.133
H (-2.535, 0.250, -1.554)  0.134
H (-1.593, 1.262, -0.482)  0.092
H (-2.511, 2.589, -4.037)  0.081
H (-3.086, 0.945, -3.391)  0.066
H (-1.420, 1.413, -3.493)  0.067
H (-5.089, 2.045, -1.587)  0.073
H (-5.128, 0.482, -1.310)  0.084
C (0.663, 3.718, -0.846)  -0.027
C (1.679, 3.329, -1.954)  -0.439
C (2.791, 2.497, -1.429)  -0.234
O (3.753, 3.227, -0.742)  -0.187
C (4.673, 3.974, -1.488)  -0.104
N (0.920, 2.581, -2.907)  0.042
H (1.144, 4.168, 0.063)  0.084
H (0.236, 2.804, -0.426)  0.067
H (-0.112, 4.349, -1.207)  0.064
H (2.119, 4.226, -2.466)  0.148
H (3.323, 2.052, -2.252)  0.114
H (2.396, 1.728, -0.752)  0.125
H (4.968, 3.393, -2.367)  0.094
H (5.520, 4.218, -0.882)  0.078
H (4.335, 4.971, -1.769)  0.082
H (0.038, 3.058, -3.139)  0.073
H (1.306, 2.525, -3.819)  0.066
C (-4.719, -2.795, -4.112)  -0.066
C (-4.226, -1.489, -4.704)  -0.449
C (-2.700, -1.502, -4.753)  -0.263
O (-2.292, -1.648, -3.454)  -0.218
C (-0.883, -1.792, -3.314)  -0.058
N (-4.891, -1.234, -6.007)  0.044
H (-4.576, -3.645, -4.795)  0.092
H (-5.754, -2.758, -3.786)  0.077
H (-4.095, -2.915, -3.246)  0.067
H (-4.446, -0.762, -3.873)  0.126
H (-2.183, -0.611, -5.213)  0.136
H (-2.438, -2.332, -5.394)  0.124
H (-0.593, -1.651, -2.304)  0.058
H (-0.391, -1.105, -3.995)  0.085
H (-0.561, -2.784, -3.625)  0.095
H (-5.896, -1.328, -5.774)  0.081
H (-4.713, -0.271, -6.261)  0.061
C (1.217, -4.847, 0.143)  -0.048
C (2.753, -4.833, -0.069)  -0.434
C (3.265, -3.390, -0.099)  -0.216
O (2.592, -2.564, -1.030)  -0.196
C (3.064, -1.236, -0.877)  -0.117
N (3.346, -5.512, 1.029)  0.044
H (0.648, -4.359, -0.635)  0.059
H (0.975, -4.322, 1.047)  0.061
H (0.840, -5.867, 0.108)  0.076
H (2.993, -5.279, -1.041)  0.140
H (4.368, -3.381, -0.370)  0.143
H (3.171, -2.984, 0.960)  0.102
H (2.842, -0.899, 0.128)  0.069
H (2.504, -0.622, -1.586)  0.084
H (4.149, -1.169, -0.969)  0.091
H (2.961, -5.063, 1.866)  0.060
H (3.000, -6.442, 1.080)  0.063
O (0.011, -0.224, 5.047)  -0.107
H (-0.756, 0.433, 5.016)  0.036
H (0.618, 0.131, 5.734)  0.072
C (-0.138, -0.844, 0.326)  -0.095
C (0.217, -0.317, 1.717)  -0.275
O (0.030, -1.476, 2.546)  -0.113
H (0.480, -1.722, 0.021)  0.066
H (-0.027, -0.093, -0.510)  0.074
H (-1.230, -1.127, 0.304)  0.079
H (-0.523, 0.446, 2.003)  0.085
H (1.219, 0.161, 1.749)  0.108
H (-0.167, -1.196, 3.486)  0.070
C (3.936, -3.504, 4.672)  -0.086
C (3.285, -2.793, 3.527)  -0.336
O (2.022, -3.408, 3.353)  -0.092
H (3.233, -3.447, 5.499)  0.080
H (4.836, -3.003, 4.942)  0.064
H (4.124, -4.533, 4.395)  0.076
H (3.900, -2.988, 2.603)  0.100
H (3.128, -1.733, 3.766)  0.118
H (1.418, -2.804, 2.947)  0.021

Calculated values
Lowest unoccupied orbital energy   0.50 eV
Highest occupied orbital energy   -8.875 eV
ΔE to the lowest compared entry with this formula, charge and spin   0.936 eV
E   -49833.549 eV

---

4.
A cluster of 2 separate species, C8H17BCl3O3 in total at a distorted geometry, computed with wB97M-V/def2-TZVPD.

Each line ends with the Löwdin charge.
Element x y z (Å)
C (2.056, -2.383, 0.776)  -0.151
C (2.765, -1.416, -0.350)  -0.247
C (1.794, -0.992, -1.602)  -0.156
C (0.746, 0.229, -1.288)  -0.241
O (1.351, 1.552, -0.949)  -0.145
B (0.649, 2.103, 0.255)  -0.691
O (-0.722, 1.513, 0.058)  -0.169
C (-0.413, 0.059, -0.143)  -0.248
C (-1.860, -0.619, -0.520)  -0.117
C (-1.770, -2.104, -1.211)  -0.229
O (-1.387, -3.101, -0.167)  -0.166
H (2.635, -2.277, 1.808)  0.078
H (0.925, -2.161, 0.975)  0.052
H (2.165, -3.494, 0.368)  0.071
H (3.647, -2.066, -0.824)  0.098
H (3.289, -0.524, 0.198)  0.113
H (1.205, -1.906, -2.039)  0.092
H (2.520, -0.612, -2.469)  0.118
H (0.304, 0.449, -2.367)  0.150
H (1.234, 1.533, 1.122)  0.049
H (0.666, 3.298, 0.352)  0.021
H (-0.132, -0.255, 0.949)  0.140
H (-2.430, -0.773, 0.517)  0.126
H (-2.540, 0.142, -1.127)  0.125
H (-1.000, -2.198, -2.090)  0.107
H (-2.874, -2.396, -1.555)  0.118
H (-0.450, -3.402, -0.353)  0.070
C (-2.494, 4.315, 2.230)  -1.523
Cl (-3.454, 3.416, 3.418)  0.491
Cl (-2.976, 6.019, 2.201)  0.482
Cl (-0.765, 4.163, 2.586)  0.559
H (-2.681, 3.887, 1.242)  0.025

Calculated values
Lowest unoccupied orbital energy   2.76 eV
Charge   -1
Highest occupied orbital energy   -3.937 eV
E   -52956.372 eV

---

5.
A structure of composition Cl4HgO24S2 at a distorted geometry, computed with wB97M-V/def2-TZVPD.

Each line ends with the Löwdin charge.
Element x y z (Å)
Hg (0.296, -0.258, 0.032)  1.296
S (2.082, 0.042, -3.015)  0.226
O (1.191, 0.488, -4.022)  -0.218
O (1.498, -0.952, -2.007)  -0.360
O (2.948, -0.751, -3.868)  -0.228
O (2.825, 1.166, -2.423)  -0.360
S (-1.620, -2.687, -0.772)  0.160
O (-1.557, -4.149, -0.900)  -0.467
O (-2.715, -2.260, -1.615)  -0.410
O (-1.798, -2.365, 0.645)  -0.430
O (-0.293, -2.055, -1.026)  -0.495
Cl (1.741, 3.250, 0.571)  0.547
O (2.694, 3.746, -0.332)  -0.355
O (0.457, 3.689, 0.242)  -0.357
O (1.753, 1.758, 0.481)  -0.408
O (1.798, 3.739, 1.812)  -0.335
Cl (-2.920, 1.693, -1.089)  0.597
O (-1.691, 0.909, -1.181)  -0.403
O (-2.758, 3.052, -1.481)  -0.390
O (-3.886, 1.145, -1.927)  -0.375
O (-3.378, 1.501, 0.266)  -0.366
Cl (-1.737, 0.423, 3.193)  0.618
O (-2.584, -0.748, 2.840)  -0.399
O (-1.067, 0.034, 4.305)  -0.367
O (-0.743, 0.498, 2.150)  -0.400
O (-2.657, 1.536, 3.455)  -0.398
Cl (2.412, -2.541, 1.246)  0.666
O (3.453, -3.113, 2.150)  -0.424
O (1.622, -3.529, 0.498)  -0.339
O (1.724, -1.356, 1.668)  -0.407
O (2.912, -1.902, 0.105)  -0.421

Calculated values
Lowest unoccupied orbital energy (spin up / spin down)   10.32 / 10.13 eV
Expectation value of S²   0.761
Charge   -5
Highest occupied orbital energy (spin up / spin down)   6.304 / 6.308 eV
E   -125025.641 eV
2S+1   2

---

6.
The molecule C18H23N3O3, computed with wB97M-V/def2-TZVPD.

Each line ends with the Löwdin charge.
Element x y z (Å)
C (-3.123, -0.539, -0.989)  -0.066
C (-2.904, 0.377, -2.190)  -0.237
H (-2.460, -0.186, -3.018)  0.109
H (-3.853, 0.807, -2.520)  0.124
O (-2.106, 1.501, -1.861)  -0.049
C (-0.805, 1.261, -1.489)  -0.215
C (-0.388, 1.773, -0.270)  0.010
C (0.913, 1.615, 0.168)  -0.047
C (1.827, 0.921, -0.608)  -0.246
C (1.423, 0.421, -1.840)  0.025
C (0.127, 0.591, -2.307)  -0.179
O (-0.329, 0.130, -3.512)  -0.062
C (0.587, -0.322, -4.488)  -0.241
C (1.390, 0.813, -5.114)  -0.059
H (2.005, 1.311, -4.369)  0.068
H (2.031, 0.419, -5.898)  0.078
H (0.713, 1.546, -5.545)  0.082
H (1.251, -1.092, -4.075)  0.116
H (-0.046, -0.792, -5.247)  0.125
H (2.150, -0.106, -2.439)  0.115
C (3.204, 0.626, -0.084)  -0.122
H (3.952, 0.697, -0.874)  0.116
H (3.456, 1.340, 0.701)  0.117
C (3.242, -0.796, 0.514)  -0.160
N (2.099, -1.037, 1.358)  0.063
C (2.052, -0.675, 2.656)  -0.459
O (3.013, -0.358, 3.329)  0.069
C (0.660, -0.725, 3.206)  -0.167
N (-0.338, -0.972, 2.355)  0.133
C (-1.564, -0.973, 2.839)  -0.068
C (-1.829, -0.722, 4.189)  -0.310
N (-0.832, -0.479, 5.033)  0.128
C (0.400, -0.479, 4.552)  -0.042
H (1.204, -0.278, 5.245)  0.122
C (-3.217, -0.716, 4.736)  -0.036
H (-3.193, -0.437, 5.785)  0.078
H (-3.663, -1.705, 4.638)  0.083
H (-3.838, -0.011, 4.186)  0.081
H (-2.358, -1.175, 2.132)  0.111
H (1.199, -1.151, 0.911)  0.118
H (4.139, -0.918, 1.124)  0.120
H (3.239, -1.543, -0.284)  0.120
H (1.213, 2.019, 1.124)  0.117
H (-1.112, 2.303, 0.328)  0.123
H (-3.572, 0.021, -0.172)  0.075
H (-3.784, -1.357, -1.264)  0.075
H (-2.173, -0.947, -0.650)  0.068

Calculated values
Lowest unoccupied orbital energy   0.30 eV
Highest occupied orbital energy   -8.294 eV
ΔE to the lowest compared entry with this formula, charge and spin   2.789 eV
E   -29652.236 eV